No. 1
74
Properties=species:S:1:pos:R:3 method="wB97M-V/def2-TZVPD" spin_multiplicity=3 homo_ev="-3.941 / -4.748" charge=-1
Ni 0.13423 0.70375 0.11560
N 2.40152 2.00560 -1.48525
P 2.35603 0.50533 -0.64466
C 3.97307 0.59056 0.22405
C 5.17747 0.62556 -0.48354
C 6.38389 0.74805 0.18680
C 6.40031 0.82272 1.57565
C 5.21037 0.77740 2.28451
C 3.99760 0.66326 1.61333
C 2.79593 -0.67757 -1.96428
C 3.29066 -1.92594 -1.59066
C 3.57524 -2.88443 -2.55053
C 3.36726 -2.60356 -3.89524
C 2.86387 -1.36673 -4.27041
C 2.57034 -0.40899 -3.30803
C 1.39925 2.95115 -1.40679
C 1.58895 4.23498 -1.92933
C 0.55848 5.14178 -1.83101
C -0.63354 4.76663 -1.22077
C -0.73531 3.47994 -0.73640
N 0.25567 2.58995 -0.82458
H 3.27789 2.32585 -1.86758
H 5.17431 0.53454 -1.56507
H 7.31150 0.77048 -0.37229
H 7.34359 0.91702 2.09993
H 5.22008 0.83787 3.36560
H 3.06544 0.66699 2.16076
H 3.45144 -2.14837 -0.54073
H 3.95513 -3.85259 -2.24925
H 3.58871 -3.35157 -4.64681
H 2.67995 -1.15064 -5.31539
H 2.13645 0.53953 -3.59907
H 2.53191 4.49824 -2.39138
H 0.68103 6.14112 -2.23009
H -1.46628 5.44887 -1.12973
H -1.63662 3.10993 -0.26972
O -3.32837 -0.40596 -1.21786
N -2.64176 0.59942 -1.09786
O -2.54367 1.44670 -1.98500
O -1.99973 0.77267 0.00999
C -6.09554 1.31642 1.64644
C -5.31665 0.04482 1.85446
C -5.84685 -1.18640 1.48532
C -5.09342 -2.34794 1.58685
C -3.80057 -2.27074 2.07586
C -3.25341 -1.05179 2.46293
C -4.01767 0.09433 2.35790
S -2.79578 -3.71970 2.16089
O -3.59571 -4.81766 1.68842
O -2.17693 -3.75266 3.45582
N -1.62321 -3.45443 1.07954
C -2.02110 -3.31920 -0.33063
C -0.77978 -2.98236 -1.12924
C -0.29688 -1.60541 -0.74657
O -0.17360 -0.71490 -1.61636
O -0.07927 -1.37617 0.48801
H -7.16200 1.11879 1.53987
H -5.75241 1.81260 0.73546
H -5.95008 2.01168 2.47396
H -6.85649 -1.23704 1.09410
H -5.48953 -3.30924 1.28868
H -2.23382 -1.00083 2.82610
H -3.58631 1.05011 2.63424
H -0.99217 -2.69998 1.35750
H -2.76279 -2.52647 -0.47319
H -2.44653 -4.26617 -0.65575
H -0.99753 -2.99474 -2.19514
H 0.00202 -3.71503 -0.90893
C -0.84045 1.30789 2.93038
C 0.34358 1.42497 1.97774
O 1.36090 1.97052 2.39911
H -0.68225 1.88655 3.84575
H -0.96693 0.24868 3.17687
H -1.75314 1.62191 2.41670

No. 2
90
Properties=species:S:1:pos:R:3 method="wB97M-V/def2-TZVPD" spin_multiplicity=5 homo_ev="-11.971 / -11.971" charge=+2
Fe 1.59751 -1.48810 1.61113
C -0.84423 -3.13811 0.99101
C -0.30604 -3.86916 2.20254
O 1.08283 -3.51925 2.27303
C 1.81170 -3.98456 3.42049
C 2.00632 -2.83009 4.37348
O 2.59765 -1.76549 3.61446
C 2.53909 -0.49060 4.26979
C 1.10340 0.05060 4.27822
O 0.43767 -0.56502 3.17371
C -0.75989 0.05790 2.68785
C -1.49045 -1.01914 1.91976
O -0.53426 -1.74078 1.10463
H -1.91802 -3.28762 0.87455
H -0.34546 -3.49125 0.08800
H -0.41222 -4.94923 2.07912
H -0.80825 -3.56458 3.12522
H 2.77027 -4.35308 3.05617
H 1.28122 -4.80546 3.90368
H 2.67211 -3.11388 5.19129
H 1.04869 -2.50547 4.78731
H 3.18672 0.15717 3.68542
H 2.93527 -0.56983 5.28293
H 1.11731 1.13631 4.16134
H 0.55978 -0.19520 5.19237
H -0.50884 0.90772 2.04989
H -1.37839 0.40362 3.51854
H -2.24870 -0.57496 1.27291
H -1.96161 -1.71963 2.61109
C 3.40610 -4.99564 0.22436
Sb 3.19587 -2.92746 -0.22192
C 2.65677 -3.12870 -2.27380
C 5.26064 -2.44561 -0.38774
H 3.92508 -5.48148 -0.60021
H 2.42645 -5.45337 0.35003
H 3.99115 -5.13472 1.13218
H 3.55921 -3.27558 -2.86496
H 2.10957 -2.26359 -2.63857
H 2.02168 -4.00709 -2.38125
H 5.73099 -3.12758 -1.09396
H 5.73678 -2.55534 0.58526
H 5.39792 -1.42234 -0.72945
N 4.49954 1.43279 -0.01817
C 3.34755 0.82136 -0.26087
N 3.14667 0.25960 -1.44846
S 2.11131 0.81984 0.93334
H 5.18605 1.60099 -0.73834
H 4.63446 1.87869 0.87393
H 3.79905 0.38124 -2.20919
H 2.21165 -0.04941 -1.67751
C -3.05315 -1.09610 -1.89180
Si -1.83888 0.25820 -2.35575
C -0.09602 -0.49209 -2.38484
C -2.19020 0.88413 -4.08167
Sb -1.84257 2.01038 -0.50224
Si -4.29764 2.74359 -0.61852
C -5.21932 1.57073 0.51352
C -5.00982 2.64556 -2.34355
C -4.38148 4.48906 0.04358
Si -0.70113 3.92601 -1.75431
C 0.93037 3.27739 -2.43590
C -1.73376 4.62075 -3.14880
C -0.34162 5.24633 -0.47952
H -3.02885 -1.91153 -2.61889
H -4.07546 -0.71412 -1.85854
H -2.82651 -1.51273 -0.90623
H -0.04603 -1.35043 -3.05844
H 0.21259 -0.79649 -1.37916
H 0.57765 0.28230 -2.76464
H -2.18428 0.05586 -4.79518
H -1.43612 1.60514 -4.40331
H -3.16311 1.37094 -4.14390
H -5.12450 0.53469 0.18038
H -6.28421 1.81581 0.52992
H -4.84467 1.63737 1.53667
H -5.03406 1.61639 -2.70710
H -4.44781 3.24829 -3.05708
H -6.03977 3.01242 -2.33364
H -3.95352 4.55320 1.04581
H -5.42424 4.81097 0.10490
H -3.85512 5.19915 -0.59592
H 0.77295 2.55805 -3.24194
H 1.50904 2.79780 -1.64093
H 1.51809 4.10597 -2.83916
H -1.97740 3.86036 -3.89198
H -1.18488 5.42082 -3.65272
H -2.67008 5.04472 -2.78365
H 0.30020 4.86074 0.31511
H -1.26114 5.60971 -0.01639
H 0.16080 6.10116 -0.93886

No. 3
21
Properties=species:S:1:pos:R:3 method="wB97M-V/def2-TZVPD" spin_multiplicity=1 homo_ev=-7.872 smiles="C=CN(C)C.N#CC=C=N" charge=0
C 2.06394 1.16225 -0.35455
C 2.75570 -0.87173 0.53969
C -0.29602 0.89073 1.53945
C -1.31357 -1.81355 -0.68323
C -1.98028 0.56061 -0.77707
C 3.06966 0.48023 0.17558
C -0.43896 -0.30847 0.94732
N 1.28652 1.57318 -1.15380
N 2.62810 -1.96715 0.80671
N -1.37945 -0.56889 -0.05776
H 0.42981 0.99791 2.31767
H -0.97610 1.73763 1.29241
H 0.37964 2.02568 -1.10181
H -0.61639 -1.83192 -1.56697
H -0.92886 -2.35151 0.08285
H -2.27722 -2.00907 -1.10944
H -2.30621 1.37245 -0.06294
H -1.16919 1.04824 -1.38042
H -2.88236 0.32692 -1.28530
H 4.02822 0.82502 0.44603
H -0.07698 -1.27855 1.38555

No. 4
90
Properties=species:S:1:pos:R:3 method="wB97M-V/def2-TZVPD" spin_multiplicity=1 homo_ev=-12.051 charge=+1
C 0.59821 -0.61619 -4.52408
C -0.95427 -0.61642 -4.06712
O -1.69972 -0.26649 -4.94528
N -1.33394 -1.43202 -2.74103
H -0.94879 -2.42066 -2.89661
H -0.98953 -0.88718 -1.87704
C -2.76317 -1.59951 -2.76294
H 1.23734 -0.65649 -3.65729
H 0.60299 -0.13398 -5.45410
H 0.58465 -1.62235 -4.99017
H -3.06949 -2.37373 -3.52129
H -3.02498 -0.63112 -2.84043
H -2.97480 -2.14967 -1.76442
C 4.13736 -0.89239 1.56382
C 3.53517 -2.28028 1.55951
O 4.27348 -3.27712 1.55725
N 2.05179 -2.41108 1.08820
H 1.60775 -1.59208 1.13140
H 2.05836 -2.70808 0.06558
C 1.34966 -3.56371 1.81724
H 3.35213 0.09143 1.18039
H 5.00325 -0.75105 0.92567
H 4.41255 -0.64550 2.57913
H 1.75926 -3.41195 2.89169
H 1.59443 -4.60480 1.29027
H 0.30031 -3.35568 1.89547
N -0.17533 -0.11208 0.06344
O 0.81258 0.16276 0.83389
O -0.09683 0.35360 -1.08662
O -0.68237 -1.27301 0.05975
C 0.24988 3.61491 2.88552
C 1.59753 3.69452 2.11690
C 2.62594 4.58823 2.90480
O 2.07805 2.44198 1.96564
H -0.20157 4.52093 3.42917
H 0.15728 2.86456 3.67385
H -0.57727 3.34658 2.25573
H 1.41499 4.01857 1.07116
H 2.48763 5.68859 2.82774
H 3.54922 4.46928 2.51562
H 2.81859 4.36843 4.00867
H 1.38013 1.83653 1.59363
C 3.42093 1.77304 -1.63740
C 4.96235 1.77314 -1.22209
C 5.72151 3.00682 -1.75564
O 4.95126 1.61822 0.12592
H 2.88312 0.88681 -0.99776
H 3.33429 1.32706 -2.58427
H 2.76178 2.69864 -1.46202
H 5.51158 0.93112 -1.67356
H 6.76714 2.73066 -1.76881
H 5.35593 3.74365 -1.07539
H 5.42058 3.24491 -2.80549
H 4.76698 2.44998 0.63163
C -2.40076 4.04227 -3.32669
C -1.88946 3.22204 -2.22958
C -3.05640 2.64762 -1.46724
O -1.17874 2.12131 -2.87129
H -1.66137 4.59055 -3.86902
H -2.99747 4.90692 -3.08925
H -3.20308 3.46066 -3.91365
H -1.30947 3.82394 -1.56699
H -2.73405 1.84946 -0.78817
H -3.91558 1.94972 -1.95714
H -3.51941 3.42040 -0.88549
H -0.53920 2.02001 -2.19284
C -2.97517 -1.35067 3.35887
C -3.27214 -0.13958 2.51525
C -2.25602 0.98893 2.53629
O -3.29626 -0.62866 1.14557
H -3.73406 -2.23108 3.32241
H -2.92247 -0.89170 4.43389
H -1.94948 -1.68855 3.31197
H -4.30536 0.20574 3.05175
H -1.23561 0.68613 2.27313
H -2.08669 1.49700 3.53167
H -2.48575 1.82872 2.02164
H -2.43019 -0.77309 1.04408
C -3.79101 -4.48627 0.35948
C -2.39974 -4.87150 0.42877
C -2.22178 -5.96141 1.52993
O -1.95646 -5.50288 -0.78727
H -4.02846 -3.85979 -0.60745
H -4.20963 -3.97918 1.25828
H -4.59040 -5.21295 0.05288
H -1.77539 -3.88539 0.53341
H -2.29360 -5.54471 2.44236
H -1.21413 -6.29369 1.45727
H -3.02694 -6.67113 1.44932
H -1.13417 -5.24950 -0.90398

No. 5
54
Properties=species:S:1:pos:R:3 method="wB97M-V/def2-TZVPD" spin_multiplicity=6 homo_ev="-14.468 / -14.642" charge=+2
Ir 0.88903 0.64947 -0.20812
C 0.93034 3.86934 0.11328
O 1.22568 2.83613 -0.84834
C 2.47120 3.00679 -1.54729
C 3.54220 2.14521 -0.92394
O 3.03823 0.80002 -0.92389
C 4.01941 -0.19534 -0.58102
H 0.85442 4.82544 -0.40242
H 1.70386 3.91739 0.88158
H -0.02601 3.61342 0.56087
H 2.76059 4.05761 -1.54275
H 2.29042 2.69387 -2.57556
H 3.76994 2.44685 0.10313
H 4.45776 2.19032 -1.51712
H 4.82673 -0.16998 -1.31210
H 3.51382 -1.15565 -0.60916
H 4.41321 -0.00696 0.41870
O -1.02241 1.01472 -1.41315
C -1.48718 0.46662 -2.39800
C -0.98644 -0.75305 -3.03413
C -1.65478 -1.19560 -4.14783
C -1.23117 -2.36285 -4.79275
C -0.14946 -3.12213 -4.35801
C 0.53615 -2.70519 -3.24693
C 0.15686 -1.50614 -2.53961
O 0.82682 -1.17364 -1.53203
N -1.98161 -2.80582 -5.99365
O -2.90672 -2.10506 -6.33566
O -1.60221 -3.82287 -6.52042
H -2.37433 0.90871 -2.87223
H -2.51015 -0.66453 -4.54652
H 0.12222 -4.01579 -4.90242
H 1.38513 -3.25418 -2.86292
C -4.47898 1.79661 4.41641
O -3.78356 0.60618 4.81443
C -2.72861 0.22651 4.11487
C -2.10189 -0.96175 4.59705
C -0.97691 -1.48256 3.96646
C -0.42850 -0.89228 2.84535
C 0.78253 -1.47984 2.24340
C 1.43416 -2.66262 2.89202
O 1.30103 -1.03392 1.21484
C -1.06703 0.32979 2.33599
O -0.65723 0.95602 1.32648
C -2.21126 0.85783 3.01573
H -5.29428 1.90746 5.12168
H -4.87285 1.68284 3.40604
H -3.81390 2.65853 4.47696
H -2.52277 -1.44164 5.47052
H -0.53636 -2.37556 4.38503
H 1.72294 -2.43391 3.91902
H 2.31764 -2.93124 2.32132
H 0.75248 -3.51421 2.92120
H -2.63820 1.76061 2.60561

Values for molecular weight, g/mol, ordered as above
684.31; 816.38; 137.19; 510.69; 613.62
Values for DFT total energy, eV, ordered as above
-114068.349; -115776.203; -11903.854; -47610.889; -43846.298